(1)
{"formula": "H28O14", "method": "the ωB97M-V functional and the def2-TZVPD basis", "total_energy_ha": -1069.7736, "multiplicity": 2, "total_charge": 1, "homo_lumo_gap_ev": [11.04, 3.62], "e_above_lowest_kj_mol": 70.8, "homo_ev": [-14.172, -14.106], "s2": 0.756, "elements": ["H", "H", "O", "H", "H", "H", "H", "H", "H", "H", "H", "O", "H", "O", "O", "H", "H", "H", "H", "H", "H", "H", "O", "O", "H", "O", "H", "H", "O", "O", "O", "H", "O", "H", "H", "H", "H", "O", "O", "H", "H", "O"], "positions_angstrom": [[-1.60, -1.09, 3.96], [2.10, 2.45, 1.89], [-0.07, 0.21, 0.16], [-2.87, 0.64, 1.44], [-0.89, -2.19, 0.06], [0.03, -2.56, 2.48], [2.57, 0.56, -1.64], [-1.92, -2.66, 1.07], [0.04, -2.16, -2.02], [0.86, 0.23, -0.06], [-1.14, -0.09, 2.91], [-4.10, 0.13, -0.17], [0.06, 3.06, -3.45], [-0.26, -2.11, -2.92], [0.81, -2.14, 2.13], [0.54, -2.10, -3.44], [0.62, 3.13, -0.70], [-0.21, 4.38, -0.52], [2.36, -0.66, -0.78], [1.87, -3.01, -0.83], [-1.39, 0.87, 1.18], [-3.21, 0.11, -0.52], [-1.35, 0.21, -2.15], [0.24, 3.70, -0.03], [-0.98, -0.61, -2.47], [2.39, 0.29, -0.75], [-0.52, 0.41, -0.66], [-0.56, 1.91, -2.69], [0.20, 2.49, -2.69], [-2.07, 0.97, 1.85], [-1.68, -2.72, 0.14], [4.92, 0.13, 1.11], [1.24, 2.24, 2.25], [-4.58, -0.49, -0.72], [-2.10, 0.37, -2.73], [0.94, -2.71, 0.32], [0.85, -1.29, 2.57], [4.23, 0.77, 1.28], [1.02, -2.62, -0.63], [0.79, 1.77, 1.56], [3.68, 0.74, 0.50], [-0.85, -0.54, 3.70]]}

***

(2)
{"formula": "C4H8O2", "method": "the ωB97M-V functional and the def2-TZVPD basis", "total_energy_ha": -307.5387, "multiplicity": 1, "total_charge": 0, "homo_lumo_gap_ev": 10.20, "e_above_lowest_kj_mol": 456.0, "homo_ev": -9.096, "elements": ["H", "H", "O", "C", "H", "H", "C", "C", "H", "H", "H", "C", "H", "O"], "positions_angstrom": [[-0.43, -1.47, -1.67], [-2.78, -0.85, -1.11], [0.46, -0.01, -0.51], [2.22, 1.21, 0.77], [2.41, 1.12, -0.29], [-2.22, 0.36, 0.06], [-1.98, -0.60, -0.41], [1.53, 0.27, 1.40], [2.51, 2.13, 1.26], [1.29, 0.27, 2.46], [-0.75, 0.24, -1.96], [-0.67, -0.52, -1.18], [-1.94, -1.37, 0.36], [0.89, -0.73, 0.70]]}

***

(3)
{"formula": "C25H43HgN4O", "method": "the ωB97M-V functional and the def2-TZVPD basis", "total_energy_ha": -1425.9262, "multiplicity": 2, "total_charge": 0, "homo_lumo_gap_ev": [7.76, 6.20], "e_above_lowest_kj_mol": 203.8, "homo_ev": [-7.391, -7.295], "s2": 0.766, "elements": ["H", "H", "C", "H", "H", "H", "C", "C", "H", "C", "C", "C", "H", "H", "C", "H", "C", "N", "C", "H", "C", "H", "H", "H", "C", "C", "N", "C", "H", "C", "H", "H", "H", "H", "C", "H", "C", "C", "H", "H", "C", "H", "H", "C", "H", "C", "H", "H", "H", "H", "H", "H", "C", "H", "C", "H", "N", "O", "H", "C", "C", "H", "N", "H", "H", "H", "Hg", "H", "H", "C", "H", "H", "H", "H"], "positions_angstrom": [[2.27, -6.01, -0.91], [1.75, 2.32, 0.53], [-0.33, -5.88, -3.11], [2.90, 3.60, 1.03], [-3.54, 0.81, -1.81], [-0.95, -0.32, 4.63], [0.20, -0.28, -6.17], [2.08, 2.98, 1.39], [-2.68, 2.31, -1.28], [1.20, -1.79, -4.55], [2.06, -3.05, -4.28], [-0.48, 0.64, 4.97], [-1.17, -5.66, -3.80], [2.40, 2.37, 2.21], [1.12, 4.88, 2.80], [-1.77, 3.64, 0.34], [-2.87, 1.23, -1.05], [1.20, -0.84, -3.63], [-4.58, 2.14, 0.52], [0.62, 3.15, 4.84], [0.56, 4.71, 0.40], [2.22, 2.57, 4.24], [-5.42, 1.91, -0.13], [3.23, -6.88, 1.55], [-1.68, 1.09, 2.34], [0.41, 1.24, 3.92], [2.47, -6.46, 1.00], [1.27, 2.28, 4.67], [-0.16, -0.05, -7.17], [0.87, 3.86, 1.68], [-4.18, -0.32, 1.73], [1.30, 4.52, 3.85], [-1.25, 1.38, 5.32], [2.53, -5.46, 1.39], [0.80, -1.55, -5.90], [2.87, -3.21, -5.10], [-3.76, -0.25, 0.75], [0.52, 0.29, -3.87], [-0.28, 5.37, 0.44], [0.36, 4.10, -0.47], [-1.55, 2.92, 1.13], [0.11, 0.38, 5.89], [2.02, 5.46, 2.45], [0.74, -4.78, -3.08], [0.98, -4.70, -5.15], [-0.51, 1.76, 2.77], [-0.65, -6.01, -2.05], [-2.92, -0.97, 0.80], [-4.42, -0.69, 0.03], [0.48, 0.89, -2.98], [-1.89, 0.69, -1.23], [-0.56, 1.54, -5.14], [-0.39, 2.95, 1.98], [-2.11, 0.15, 2.73], [-0.13, 0.59, -5.10], [1.52, 1.80, 5.62], [1.19, -4.20, -4.26], [1.08, -4.27, -1.97], [2.00, 0.47, 2.49], [-2.31, 1.76, 1.30], [-3.36, 1.16, 0.39], [0.95, -2.44, -6.57], [3.04, -6.35, -0.34], [2.49, -2.89, -3.28], [0.56, -0.70, 2.88], [1.91, -0.37, 4.06], [2.32, -1.79, -0.76], [1.44, 5.29, 0.22], [0.31, 5.63, 2.96], [1.30, 0.07, 3.26], [0.20, -6.76, -3.54], [-4.26, 3.16, 0.28], [-4.97, 2.20, 1.57], [3.26, -7.30, -0.65]]}

***

(4)
{"formula": "C5H11NO", "method": "the ωB97M-V functional and the def2-TZVPD basis", "total_energy_ha": -327.0529, "multiplicity": 1, "total_charge": 0, "homo_lumo_gap_ev": 9.92, "e_above_lowest_kj_mol": 205.9, "homo_ev": -9.005, "elements": ["H", "C", "H", "N", "H", "H", "O", "C", "H", "H", "H", "H", "H", "H", "C", "H", "C", "C"], "positions_angstrom": [[3.07, 1.45, -0.44], [-2.16, -1.78, 0.58], [0.39, 1.93, 0.75], [0.19, 0.43, -0.78], [0.00, -1.84, 1.18], [1.48, 0.39, 0.93], [-0.61, -1.24, -1.86], [-0.39, -0.88, -0.73], [-2.19, -2.55, 1.37], [-2.17, -2.22, -0.41], [-2.98, -1.10, 0.76], [-0.79, -0.40, 1.43], [1.91, 2.08, -1.63], [-0.15, 1.00, -1.51], [-0.79, -1.22, 0.73], [2.24, 2.89, -0.06], [0.90, 1.14, 0.22], [2.04, 1.93, -0.52]]}

***

(5)
{"formula": "C13H12BN8OSn", "method": "the ωB97M-V functional and the def2-TZVPD basis", "total_energy_ha": -1253.2904, "multiplicity": 2, "total_charge": 4, "homo_lumo_gap_ev": [5.23, 5.58], "e_above_lowest_kj_mol": 0.0, "homo_ev": [-22.221, -22.226], "s2": 1.763, "elements": ["C", "C", "H", "N", "H", "H", "C", "N", "C", "N", "N", "C", "N", "C", "Sn", "H", "C", "B", "H", "C", "C", "H", "H", "H", "C", "N", "H", "C", "H", "N", "O", "C", "C", "N", "H", "H"], "positions_angstrom": [[0.96, -3.94, -1.35], [1.20, -3.93, 0.06], [-3.12, 0.62, -3.45], [1.43, 0.30, -0.08], [3.01, 3.07, 0.47], [4.64, 0.93, -0.18], [2.65, -0.13, -0.28], [-0.90, 0.17, -1.08], [0.45, -2.62, -1.62], [-0.96, 0.88, 1.78], [1.46, 1.68, 0.25], [-1.06, -1.33, 2.14], [-0.62, -0.43, 1.31], [-1.59, 0.73, 2.90], [-0.52, 3.19, 0.60], [-1.97, 1.57, 3.48], [2.70, 2.06, 0.25], [0.06, -0.50, -0.13], [1.28, -4.68, -2.08], [3.56, 0.95, -0.08], [-1.93, 1.85, -2.02], [-1.85, -1.39, -2.20], [2.89, -1.15, -0.55], [-0.95, -2.39, 1.99], [-1.21, 6.05, 1.08], [0.40, -1.97, -0.49], [-2.22, 2.87, -2.22], [-1.71, -0.66, 3.23], [0.15, -2.21, -2.58], [0.96, -2.77, 0.58], [-1.45, 7.12, 1.26], [-2.40, 0.69, -2.66], [-1.74, -0.33, -2.03], [-1.06, 1.55, -1.06], [1.63, -4.73, 0.66], [-2.19, -1.12, 4.09]]}

***

(6)
{"formula": "C3H2ClNO3", "method": "the ωB97M-V functional and the def2-TZVPD basis", "total_energy_ha": -856.0550, "multiplicity": 1, "total_charge": 0, "homo_lumo_gap_ev": 9.01, "e_above_lowest_kj_mol": 165.0, "homo_ev": -9.388, "elements": ["O", "N", "H", "O", "C", "C", "O", "Cl", "C", "H"], "positions_angstrom": [[-2.36, -0.21, -0.15], [0.98, -1.29, -0.06], [2.46, 1.18, -0.40], [-0.42, -1.50, 0.12], [-0.15, 0.68, -0.12], [-1.02, -0.32, -0.09], [2.54, 0.28, 0.01], [-0.35, 2.31, 0.05], [1.11, 0.00, 0.02], [-2.79, -1.12, 0.61]]}